(1)
102
Properties=species:S:1:pos:R:3:forces:R:3:mulliken_charge:R:1 method="wB97M-V/def2-TZVPD" homo_lumo_gap_ev=8.48 total_charge=+1 energy_ha=-3424.4217
C -0.144262 3.231174 -1.095821 -1.0465 0.3084 -0.0497 -0.73
C -1.030791 2.160734 -0.427087 0.8546 -0.1466 0.0729 0.62
C -1.475446 1.021946 -1.353645 -0.1429 0.3671 0.1768 -1.70
C -2.759640 1.276394 -2.145216 0.6577 0.6043 -0.4889 0.56
C -2.749192 2.617366 -2.872487 0.2291 -0.3446 0.1812 -1.63
S -4.259703 0.949110 -1.151646 -0.1737 -0.5203 -0.3948 0.46
C -5.703836 1.435628 -2.194855 -0.7840 0.5023 -0.0956 -0.85
N -6.402102 2.599878 -1.722986 -0.0246 0.1316 -0.5098 -0.29
C -5.868929 3.858528 -2.246199 0.4620 -0.1161 0.1972 -0.84
C -4.315725 2.055903 0.320172 0.1529 0.0952 0.8758 -0.85
O -5.519506 1.962608 1.029448 0.1450 0.9168 -0.6944 -0.26
N -6.017446 0.600930 1.044028 -0.1848 -0.5646 0.0274 0.22
O -5.524147 -0.008472 1.883658 -0.0128 -0.3120 0.3825 -0.18
H 0.665251 3.554499 -0.455021 -0.0339 -0.2250 -0.1101 -0.52
H 0.228639 2.922257 -2.067698 0.3343 -0.1814 0.0070 0.39
H -0.755857 4.111572 -1.291276 0.1058 0.2116 -0.0883 0.37
H -1.849669 2.660748 0.085723 -0.1182 -0.0939 0.0106 0.04
H -0.430585 1.706247 0.357477 -0.0761 -0.0963 0.1946 0.01
H -1.502983 0.061413 -0.843251 -0.2383 -0.0821 0.1697 0.41
H -0.699302 0.913962 -2.109600 0.0428 -0.1005 -0.1564 0.57
H -2.792612 0.524506 -2.933542 -0.5140 -0.4363 0.2270 0.53
H -1.785788 2.678589 -3.370410 0.1365 0.0480 -0.0852 0.53
H -3.498701 2.642736 -3.654984 -0.2336 0.2867 0.0851 0.42
H -2.796503 3.460759 -2.193557 -0.1927 0.1664 -0.0328 0.15
H -6.373582 0.583798 -2.138875 0.0554 -0.2133 0.1679 0.50
H -5.406885 1.536398 -3.242394 0.6633 -0.2132 0.0591 0.55
H -7.358130 2.510087 -2.048432 -0.0987 -0.0866 0.3703 0.31
H -5.675172 3.830408 -3.322554 -0.0832 0.0393 -0.0814 0.35
H -4.926264 4.074613 -1.748318 0.1183 0.0757 -0.0418 0.16
H -6.522330 4.688868 -2.014094 -0.2971 -0.0195 0.0273 0.37
H -3.513675 1.711630 0.973564 0.3060 -0.2696 -0.3154 0.60
H -4.119010 3.087006 0.060417 -0.2685 0.1927 -0.1458 0.63
C 3.328482 6.296032 0.065955 -0.1744 0.0629 0.0407 -0.59
N 2.639641 5.237942 -0.719924 0.0924 0.0906 0.1479 0.93
O 2.696194 4.100004 -0.287072 0.1603 0.0290 -0.2750 -0.51
O 2.063174 5.567676 -1.737406 0.0511 -0.1577 0.1466 -0.56
H 3.775292 5.838833 0.933127 -0.0417 -0.1005 -0.0061 0.18
H 4.083127 6.741890 -0.573709 -0.0543 0.0353 -0.0452 0.29
H 2.576654 7.026426 0.352432 -0.0120 0.0313 -0.1309 0.31
C 1.831222 2.063805 2.801143 0.1401 0.1741 0.0215 -0.53
N 1.568516 3.480139 2.435563 0.1951 -0.0401 0.1861 1.02
O 2.458714 4.280547 2.616578 -0.2214 0.1200 -0.0452 -0.52
O 0.470287 3.739518 1.971270 0.1151 0.0689 0.0676 -0.58
H 2.837142 1.988177 3.191840 -0.0644 0.0730 -0.0103 0.23
H 1.100990 1.777948 3.552119 -0.0672 -0.0454 -0.0865 0.34
H 1.717363 1.473681 1.903875 -0.2099 0.0544 -0.0596 0.07
C 3.028774 -1.205126 -0.091128 -0.0089 0.2767 0.2797 -0.82
N 2.886598 -1.000027 1.378255 -0.0276 -0.0166 0.0699 0.99
O 3.854190 -1.209700 2.077907 -0.1616 0.0959 -0.0239 -0.54
O 1.798673 -0.627282 1.792863 0.1680 -0.3292 -0.1666 -0.56
H 4.034686 -1.525912 -0.294718 0.0828 -0.0489 0.1153 0.37
H 2.310174 -1.961313 -0.387138 -0.0350 0.0243 0.0021 0.31
H 2.815006 -0.250981 -0.567946 -0.1035 -0.0290 0.0202 0.28
C 5.318738 -3.363745 -3.929659 -0.0178 0.4192 -0.0117 -0.71
N 5.190011 -3.174762 -2.459615 0.0197 -0.0048 -0.0085 0.92
O 6.157590 -3.401618 -1.768240 -0.1887 0.0295 -0.0176 -0.53
O 4.105402 -2.800502 -2.033503 0.3022 -0.2856 -0.3805 -0.57
H 6.322322 -3.687487 -4.149397 0.0853 0.0018 0.0744 0.27
H 4.591474 -4.110239 -4.224003 -0.0637 0.0414 -0.0125 0.30
H 5.107052 -2.404939 -4.397330 -0.1392 -0.0111 0.0746 0.29
C 5.360326 0.665382 5.798524 0.1621 -0.0645 0.0585 -0.72
N 5.097188 2.085335 5.435213 0.0496 0.0522 0.0144 0.86
O 5.990937 2.890423 5.599365 -0.1754 -0.0765 -0.1013 -0.51
O 3.993349 2.343653 4.990885 0.2763 0.0095 0.1637 -0.52
H 6.373604 0.588824 6.174330 0.0018 0.0773 -0.0093 0.30
H 4.637920 0.385284 6.559179 -0.0740 -0.0061 -0.0784 0.30
H 5.228488 0.069494 4.899297 -0.1180 0.0113 0.0151 0.26
C 7.537877 -7.615458 -3.757962 0.1423 -0.0560 0.0799 -0.74
N 7.276418 -6.200252 -4.136527 0.0376 0.0303 -0.0121 0.86
O 8.165234 -5.392414 -3.969625 -0.1741 -0.0631 -0.0817 -0.50
O 6.176237 -5.941605 -4.595675 0.2974 -0.4312 0.0036 -0.52
H 8.547203 -7.686192 -3.370691 0.0024 0.0792 -0.0131 0.32
H 6.807922 -7.890848 -3.002707 -0.0711 -0.0078 -0.0797 0.29
H 7.417780 -8.218343 -4.652997 -0.1074 0.0120 0.0118 0.29
C -5.218900 -2.733886 0.389305 0.0493 0.1676 0.0023 -0.16
N -5.014626 -3.812353 -0.611886 0.0442 0.0056 -0.0742 1.00
O -4.870117 -3.484007 -1.776718 -0.0375 -0.0850 0.1630 -0.56
O -5.002007 -4.952582 -0.196829 -0.0228 0.1649 -0.1060 -0.55
H -5.203602 -1.784066 -0.130445 -0.0227 -0.0657 -0.1204 -0.14
H -6.180814 -2.900873 0.866152 0.0476 -0.0907 0.0570 0.36
H -4.408070 -2.798864 1.112561 -0.2406 -0.0753 -0.0832 0.20
C -3.060586 -5.104814 3.886969 -0.0588 -0.1253 -0.1898 -0.70
N -2.902267 -3.637277 3.686365 0.0182 0.0217 0.0205 0.81
O -3.122784 -3.189357 2.569476 0.1977 -0.0265 0.3351 -0.56
O -2.565193 -2.980516 4.642764 -0.0628 -0.0398 -0.1928 -0.50
H -3.364018 -5.551203 2.946847 0.0027 0.0715 -0.0208 0.28
H -2.100812 -5.492993 4.213969 -0.0197 0.0451 0.1030 0.29
H -3.818286 -5.247781 4.651436 0.0785 0.0315 0.0802 0.30
C -7.975815 -5.958358 -1.724251 0.1417 0.0838 0.1337 -0.65
N -8.592796 -7.312895 -1.677112 -0.0308 -0.1230 0.0372 0.88
O -8.169424 -8.095751 -0.850246 -0.0998 0.1121 -0.1458 -0.52
O -9.480841 -7.535628 -2.474980 0.1396 0.0261 0.1283 -0.53
H -7.205292 -5.902517 -0.963899 0.0065 -0.1038 -0.0091 0.23
H -7.553984 -5.824997 -2.715869 -0.0906 0.0148 -0.0313 0.29
H -8.765112 -5.235958 -1.536316 -0.0517 -0.0319 -0.1236 0.29
C 6.519976 5.177210 3.186605 -0.1508 -0.1284 -0.0539 -0.70
N 6.693791 6.247009 2.161980 -0.0086 -0.0069 -0.0229 0.89
O 5.940140 6.238677 1.200717 0.3784 0.0435 0.2545 -0.55
O 7.571671 7.057531 2.354190 -0.1390 -0.0903 -0.0757 -0.53
H 5.701312 4.534885 2.882051 -0.0207 0.0601 -0.0284 0.23
H 7.453019 4.624818 3.241380 0.0434 0.0891 0.0689 0.31
H 6.301391 5.662466 4.132535 0.0986 0.0050 0.0143 0.31

---

(2)
105
Properties=species:S:1:pos:R:3:forces:R:3:mulliken_charge:R:1 method="wB97M-V/def2-TZVPD" homo_lumo_gap_ev=10.24 total_charge=-1 e_above_lowest_kj_mol=0.0 energy_ha=-9952.6702
As 10.210049 -13.980609 3.769555 0.4328 -0.6479 0.1660 2.30
F 8.497931 -13.717587 4.125219 0.9073 0.2320 0.0636 -0.63
F 10.372095 -14.871962 5.279611 -0.0243 0.4628 -0.7145 -0.44
F 11.861202 -14.349833 3.283490 -0.4893 0.0838 0.4235 -0.49
F 10.052555 -13.083062 2.251090 -0.1682 -0.3877 0.7087 -0.64
F 10.784130 -12.542040 4.580036 -0.4852 -0.3800 -0.4289 -0.49
F 9.726266 -15.467351 2.969263 -0.0751 0.2943 -0.0530 -0.54
C 11.737563 -19.400426 9.729933 0.2476 -1.0793 -0.4203 -0.74
O 11.286836 -18.072856 9.841082 0.0829 1.1678 -0.0278 -0.34
P 12.081039 -16.905608 9.074531 -0.5550 0.6798 -0.6056 0.86
O 13.511084 -16.757989 9.352555 -0.2377 -0.5860 -0.4390 -0.67
O 11.697322 -17.144987 7.516337 0.8951 -0.2494 1.3150 -0.06
C 10.352076 -17.417264 7.175749 -1.2221 -0.2122 -0.1596 -0.49
O 11.232070 -15.620416 9.499279 0.5868 -1.2449 0.2768 -0.39
C 11.546920 -14.351065 8.927438 -0.6249 0.9268 -0.6130 -0.40
H 12.826727 -19.482295 9.754475 -0.0452 0.1517 0.3318 0.33
H 11.431672 -19.885407 8.794550 -0.1570 0.4020 -0.1102 0.28
H 11.270611 -19.987886 10.519592 0.2032 0.2107 0.1914 0.25
H 10.326960 -17.969190 6.238110 0.1975 0.4483 -0.2170 0.27
H 9.774250 -16.493587 7.130178 0.1708 0.0770 -0.4021 0.06
H 9.782596 -18.051417 7.865700 0.6065 -0.0283 0.4043 0.41
H 11.442654 -13.601795 9.710203 -0.3829 -0.0734 -0.0220 0.32
H 10.822910 -14.222616 8.122437 -0.0560 0.4562 0.1531 0.04
H 12.516955 -14.133092 8.473163 0.3568 -1.0998 0.2640 0.24
C 14.609033 -9.414337 3.697148 0.3760 0.5807 0.9154 -0.30
O 14.559381 -9.145428 2.296061 -0.0476 -0.6972 -0.5538 -0.42
P 13.877306 -10.106536 1.244348 -0.1507 0.0897 -0.7700 0.67
O 14.345308 -9.985170 -0.147419 -0.1472 0.1111 0.7172 -0.79
O 14.024039 -11.583303 1.823170 0.0802 0.5991 0.5731 -0.05
C 13.568553 -12.715556 1.091515 -0.1590 -0.7866 -0.2306 -0.58
O 12.342578 -9.704629 1.446261 0.4273 0.1360 -0.0801 -0.12
C 11.302539 -10.462365 0.864115 -1.1332 -0.1411 -0.2850 -0.44
H 15.653770 -9.461568 4.009614 0.0398 -0.3918 -0.2782 0.34
H 14.089562 -10.313000 4.012114 -0.0533 -0.0383 -0.2962 -0.04
H 14.220664 -8.564588 4.259394 -0.4078 0.0087 -0.3096 0.30
H 12.641534 -13.113016 1.503925 -0.0563 0.3454 0.0547 0.03
H 14.297577 -13.518135 1.207565 0.2022 0.1918 -0.0912 0.32
H 13.437126 -12.493908 0.032792 0.1203 0.0866 0.0075 0.41
H 11.092565 -11.347647 1.460517 0.0809 -0.0403 -0.1039 -0.02
H 11.407571 -10.721656 -0.192661 0.7712 -0.0855 0.0855 0.46
H 10.398074 -9.851351 0.841223 0.0544 0.1975 0.4120 0.35
C 9.900874 -18.594824 2.153387 0.0353 0.6258 -1.2063 -0.47
O 10.691314 -19.716209 2.560225 0.2563 -0.6898 -0.2662 -0.10
P 11.024286 -20.840008 1.483318 -0.3232 0.9678 -0.9091 0.81
O 9.888708 -21.416599 0.753603 0.5449 -0.1460 0.5270 -0.72
O 11.934112 -21.863288 2.259767 -0.2102 -0.4377 0.2971 -0.32
C 13.132447 -21.447924 2.903549 0.5797 0.8306 0.0157 -0.51
O 12.050795 -20.043350 0.529443 -0.6116 0.0752 0.0749 -0.23
C 12.796258 -20.684840 -0.500651 0.8045 -0.8762 0.8076 -0.77
H 10.516013 -17.695409 2.127304 0.0076 -0.0227 0.7901 0.22
H 9.009981 -18.511668 2.765713 0.1974 0.0511 0.2510 0.06
H 9.591690 -18.658475 1.104607 -0.1990 -0.5561 0.0903 0.39
H 12.947968 -20.731176 3.704816 -0.2919 -0.2041 0.1089 0.24
H 13.780188 -20.917626 2.201829 0.0006 -0.1581 -0.1242 0.21
H 13.673039 -22.305956 3.291330 -0.2929 -0.1967 -0.0618 0.26
H 12.584659 -21.750213 -0.627322 -0.6020 0.1104 0.0503 0.33
H 13.815999 -20.692127 -0.105818 0.2354 0.2986 -0.6224 0.28
H 12.714733 -20.199914 -1.467555 -0.1151 0.3433 0.1793 0.27
C 2.569051 -12.338648 1.924350 0.0806 -0.6944 0.4529 -0.67
O 3.779714 -11.623716 1.709118 0.6657 0.8459 -0.1695 -0.43
P 5.122394 -12.031130 2.475081 -0.6693 -1.9385 -0.2801 1.00
O 5.210806 -11.717698 3.902590 -0.0082 -0.1519 -0.4307 -0.65
O 6.264683 -11.501831 1.537267 -0.5688 1.0090 -0.3288 -0.42
C 7.602078 -11.584956 2.041225 0.5354 -0.4908 0.4658 0.04
O 5.145365 -13.630921 2.169165 0.0962 0.9870 0.9836 0.02
C 5.120777 -14.144747 0.847203 0.3745 -0.4083 -0.0677 -0.71
H 2.662719 -13.024655 2.768246 0.0019 0.1218 0.1217 0.32
H 2.348888 -12.965630 1.060837 -0.0347 0.2423 -0.1988 0.24
H 1.753606 -11.651225 2.129900 0.0964 0.1662 -0.1391 0.29
H 7.707306 -12.499593 2.627551 0.1003 0.1283 -0.2728 -0.22
H 7.878699 -10.763044 2.702831 -0.3579 0.2188 -0.1062 0.27
H 8.280083 -11.601853 1.192685 -0.1311 -0.0445 -0.0817 0.16
H 5.221653 -13.394463 0.061635 -0.1808 0.1832 0.1731 0.36
H 4.205992 -14.725742 0.723953 0.0021 0.0719 -0.1319 0.30
H 5.976395 -14.816064 0.754111 -0.0970 -0.0778 -0.0648 0.14
C 10.886646 -8.994785 4.165579 -0.7145 0.0922 -0.1611 0.88
C 11.112151 -9.216107 5.647877 -0.1224 0.4136 0.5674 -0.39
O 12.258713 -8.506791 6.126136 0.5507 0.0140 -0.5114 -0.54
O 9.757933 -8.113865 4.001711 0.1136 0.1008 0.1912 -0.69
H 10.627383 -9.940681 3.685194 0.2250 -0.1544 0.0686 -0.56
H 11.750113 -8.569435 3.656290 0.2259 -0.0842 0.2367 0.27
H 11.187555 -10.283286 5.866109 0.1537 0.0013 -0.0248 0.03
H 10.271185 -8.803049 6.211057 -0.3990 -0.3441 -0.3658 0.40
H 12.139916 -8.295734 7.052654 -0.0962 -0.0833 0.0638 0.28
H 9.566732 -8.043422 3.062693 0.0573 0.0162 -0.0285 0.32
C 9.272330 -14.902600 -0.229248 -0.5704 -0.3839 0.9484 1.14
Cl 8.123518 -15.673082 -1.348536 0.0850 0.2318 -0.1582 -0.21
Cl 10.477984 -13.880166 -0.972772 0.1277 -0.0735 -0.2344 -0.17
H 8.717296 -14.306211 0.489696 -0.0857 0.1273 -0.2400 -0.55
H 9.699849 -15.720280 0.342987 0.4761 0.1535 -0.2211 -0.24
C 6.985559 -16.522931 4.647858 -0.1725 -0.0736 -0.6223 1.00
Cl 5.223571 -16.359787 4.351567 0.5557 0.0331 0.2765 -0.18
Cl 7.426096 -18.176234 5.083086 -0.0436 -0.2122 0.2705 -0.19
H 7.493147 -16.327677 3.710829 -0.0388 0.2594 0.0566 -0.44
H 7.330637 -15.847409 5.420257 -0.2367 0.0468 0.0329 -0.21
C 7.464755 -12.460436 7.041882 0.5888 0.4341 0.1901 0.26
Cl 9.197589 -12.000427 7.293917 -0.6456 -0.4822 -0.2601 -0.11
Cl 6.504258 -11.561916 8.211955 -0.4364 0.1184 0.0697 -0.19
H 7.181397 -12.182987 6.032850 -0.0057 0.0240 0.0140 -0.11
H 7.292659 -13.511911 7.238710 0.3778 -0.0395 -0.0685 0.12
C 14.184088 -13.555282 5.132324 0.5436 0.1513 0.6625 0.53
Cl 15.068913 -12.123186 5.734184 -0.0453 0.0411 0.1574 -0.21
Cl 14.522021 -14.944064 6.200685 -0.1762 0.1410 -0.3833 -0.15
H 13.127862 -13.331521 5.182731 -0.0233 -0.0917 -0.2506 -0.42
H 14.588960 -13.714171 4.141982 -0.3516 -0.3311 -0.0549 0.19

---

Number 1: largest force on an atom 1.16 eV Å⁻¹. Number 2: largest force on an atom 2.07 eV Å⁻¹.